(1)
{"formula": "C12H13AuF7N6O4S2", "method": "wB97M-V/def2-TZVPD", "total_charge": 1, "multiplicity": 3, "lumo_energy_ev": [-3.26, -6.55], "max_force_ev_per_a": 0.34, "species": ["Au", "F", "C", "F", "F", "S", "O", "O", "N", "S", "O", "O", "C", "F", "F", "F", "F", "N", "C", "C", "C", "N", "C", "N", "C", "C", "N", "C", "C", "N", "C", "C", "H", "H", "H", "H", "H", "H", "H", "H", "H", "H", "H", "H", "H"], "xyz": [[-0.5844, 0.5306, -0.0180], [4.2083, -0.2721, 1.9135], [3.1811, 0.1488, 1.2022], [3.6061, 0.9132, 0.2007], [2.3815, 0.8793, 1.9872], [2.2672, -1.3073, 0.5254], [1.1569, -0.7262, -0.2726], [3.2142, -2.0115, -0.2597], [1.8136, -2.1131, 1.7652], [0.5316, -1.9130, 2.6610], [-0.0814, -0.6094, 2.5469], [-0.3504, -3.0476, 2.5781], [1.2992, -1.9771, 4.3353], [2.1775, -0.9897, 4.4504], [1.9025, -3.1386, 4.5165], [0.3370, -1.8242, 5.2359], [-2.3016, 1.5676, 0.0096], [0.5940, 2.4388, -0.0463], [1.1603, 3.3449, 0.3697], [1.8666, 4.4551, 0.8879], [2.8409, 5.0831, 0.0939], [3.6363, 5.5999, -0.5637], [1.5830, 4.8906, 2.1934], [1.3379, 5.2434, 3.2646], [-2.4051, -3.6110, -0.5833], [-1.3510, -2.4902, -0.5433], [-2.0211, -1.1901, -0.3353], [-2.9058, -1.2313, 0.8537], [-4.0499, -2.2344, 0.6217], [-3.7607, -2.9669, -0.6570], [-3.8244, -2.0103, -1.8113], [-2.8283, -0.8649, -1.5306], [-2.3849, -4.2183, 0.3201], [-2.2971, -4.2552, -1.4535], [-0.7837, -2.4360, -1.4703], [-0.6645, -2.6792, 0.2728], [-3.2858, -0.2239, 1.0104], [-2.3093, -1.5204, 1.7114], [-5.0192, -1.7537, 0.5031], [-4.1115, -2.9737, 1.4178], [-4.4634, -3.6925, -0.7887], [-4.8501, -1.6551, -1.8841], [-3.5796, -2.5707, -2.7116], [-3.3286, 0.0824, -1.3429], [-2.1571, -0.7373, -2.3776]], "forces_ev_per_angstrom": [[0.049, 0.080, -0.133], [0.022, -0.022, -0.039], [-0.026, 0.011, 0.044], [-0.016, 0.035, -0.028], [-0.057, 0.034, -0.049], [-0.031, 0.041, -0.100], [0.141, 0.032, 0.238], [0.037, -0.061, 0.000], [-0.055, -0.063, -0.113], [-0.152, -0.046, 0.047], [-0.045, 0.065, -0.121], [0.040, 0.082, -0.082], [-0.046, 0.009, -0.035], [0.027, 0.016, 0.019], [0.004, 0.000, 0.008], [-0.001, 0.000, 0.011], [-0.049, 0.051, 0.038], [-0.044, -0.266, 0.212], [-0.001, 0.033, -0.053], [0.025, -0.011, -0.017], [-0.010, 0.027, 0.014], [0.006, -0.013, -0.010], [-0.004, 0.018, -0.009], [0.003, -0.009, 0.009], [0.003, -0.010, -0.004], [-0.067, 0.007, 0.023], [0.050, -0.020, -0.003], [0.036, 0.013, -0.013], [-0.014, -0.016, 0.002], [-0.004, 0.000, 0.009], [-0.003, 0.010, -0.004], [-0.001, 0.018, -0.019], [-0.001, 0.000, 0.001], [0.006, -0.009, 0.011], [0.003, 0.007, 0.002], [0.060, -0.005, 0.056], [0.001, -0.012, 0.007], [0.117, -0.023, 0.086], [0.005, 0.004, 0.002], [-0.012, 0.001, -0.005], [-0.002, -0.001, 0.001], [0.002, 0.000, -0.017], [0.011, -0.008, 0.009], [0.002, -0.010, 0.008], [-0.008, 0.011, -0.005]], "mulliken_charge": [1.108, -0.213, 0.686, -0.230, -0.166, 0.993, -0.728, -0.639, -0.444, 1.174, -0.584, -0.644, 0.438, -0.192, -0.201, -0.194, -0.677, -0.228, 0.244, 0.387, 0.097, -0.248, 0.063, -0.247, -1.107, 0.362, 0.114, -0.186, -0.753, -0.039, -0.576, -0.668, 0.440, 0.341, 0.646, -0.382, 0.588, 0.132, 0.271, 0.420, 0.280, 0.347, 0.332, 0.448, 0.437]}


(2)
{"formula": "C12H13BF4N6S2Sn", "method": "wB97M-V/def2-TZVPD", "lumo_energy_ev": -0.98, "max_force_ev_per_a": 0.16, "species": ["Sn", "C", "S", "C", "S", "N", "N", "C", "C", "C", "C", "C", "C", "N", "H", "H", "H", "H", "H", "H", "H", "H", "F", "B", "F", "F", "F", "N", "C", "C", "N", "C", "C", "N", "H", "H", "H", "H", "H"], "xyz": [[-0.6830, -1.6797, -1.0650], [2.3957, -1.0867, 3.9254], [1.5032, -2.5222, 3.3060], [1.0355, -2.0048, 1.7093], [0.1928, -3.2195, 0.8119], [1.3874, -0.8098, 1.3372], [0.9661, -0.4539, 0.0821], [1.5132, 0.5897, -0.4036], [1.0992, 1.1181, -1.7038], [1.8104, 2.1313, -2.3264], [1.3876, 2.5612, -3.5760], [0.2775, 1.9699, -4.1507], [-0.3812, 0.9693, -3.4463], [0.0156, 0.5657, -2.2507], [2.7139, -1.3499, 4.9330], [3.2634, -0.8795, 3.3051], [1.7479, -0.2148, 3.9570], [2.3004, 1.0873, 0.1570], [2.6806, 2.5608, -1.8475], [1.9261, 3.3425, -4.0958], [-0.0714, 2.2613, -5.1310], [-1.2422, 0.4623, -3.8627], [0.4742, -1.5384, -4.3312], [0.8962, -2.6082, -3.5534], [1.9996, -3.2409, -4.0331], [-0.1725, -3.4699, -3.2703], [1.2406, -2.0243, -2.2036], [-2.2498, 2.6307, 3.0449], [-2.4329, 1.3579, 2.5750], [-1.5940, 0.8154, 1.5855], [-1.7931, -0.3959, 1.1107], [-2.8197, -1.1011, 1.5961], [-3.6401, -0.5593, 2.5646], [-3.4556, 0.6631, 3.0572], [-1.3477, 3.0577, 2.9331], [-2.7529, 2.8627, 3.8846], [-0.7533, 1.3803, 1.1960], [-2.9646, -2.1036, 1.2148], [-4.4729, -1.1248, 2.9647]], "forces_ev_per_angstrom": [[-0.041, 0.127, 0.057], [0.003, -0.007, -0.011], [-0.044, -0.022, 0.031], [0.115, 0.035, -0.107], [0.016, 0.011, 0.084], [0.031, -0.071, 0.140], [-0.108, -0.011, -0.088], [0.035, -0.029, 0.079], [0.011, 0.085, -0.114], [0.026, 0.006, 0.046], [-0.036, -0.004, -0.032], [0.018, 0.012, 0.018], [-0.008, 0.017, 0.010], [-0.006, -0.010, 0.040], [-0.004, -0.001, -0.004], [-0.001, 0.012, 0.003], [0.006, 0.006, 0.002], [-0.005, 0.006, 0.005], [-0.002, -0.013, -0.006], [0.002, -0.007, 0.000], [-0.008, 0.000, 0.010], [-0.003, 0.010, -0.007], [0.045, -0.063, -0.014], [-0.081, -0.114, 0.054], [0.024, 0.026, -0.003], [0.081, 0.068, -0.026], [-0.039, -0.015, -0.094], [0.003, 0.032, -0.027], [-0.015, -0.046, 0.010], [0.034, -0.003, -0.015], [-0.066, -0.046, -0.069], [0.018, 0.014, 0.016], [-0.003, -0.005, 0.004], [0.007, 0.006, 0.014], [0.008, 0.000, 0.014], [-0.002, -0.004, 0.009], [-0.008, -0.005, -0.017], [-0.010, 0.006, -0.010], [0.008, -0.002, -0.001]], "mulliken_charge": [0.844, -0.802, -0.013, 0.516, -0.366, -1.127, 0.885, -0.973, 0.979, -0.837, -0.338, -0.655, -0.216, 0.043, 0.340, 0.275, 0.242, 0.367, 0.423, 0.424, 0.404, 0.386, -0.323, 0.428, -0.280, -0.368, -0.312, -0.460, 0.483, -0.354, 0.178, -0.224, -0.442, -0.596, 0.218, 0.267, 0.210, 0.409, 0.363]}


(3)
{"formula": "C12H13BrO2Sc", "method": "wB97M-V/def2-TZVPD", "total_charge": -1, "lumo_energy_ev": 2.16, "max_force_ev_per_a": 2.34, "species": ["C", "C", "C", "H", "C", "C", "H", "H", "H", "H", "Sc", "Br", "C", "C", "C", "H", "C", "C", "H", "H", "H", "H", "C", "C", "O", "O", "H", "H", "H"], "xyz": [[-2.4211, -0.9537, 0.1608], [-2.3296, -1.4549, 1.4811], [-2.1164, -0.3411, 2.3735], [-2.5358, -2.4930, 1.7522], [-2.0154, 0.8712, 1.5924], [-2.2284, 0.4896, 0.2130], [-2.2027, 1.1611, -0.6669], [-2.6408, -1.5769, -0.7092], [-2.1470, -0.3985, 3.4570], [-1.9052, 1.8859, 1.9943], [-0.1852, -0.4224, 0.8535], [0.8091, -1.6150, -1.0037], [2.3348, 0.6727, -3.3670], [1.2447, 1.4679, -3.8200], [0.2459, 0.5875, -4.3456], [1.1946, 2.5530, -3.8089], [0.7265, -0.7450, -4.2180], [2.0244, -0.6924, -3.6240], [2.6753, -1.5427, -3.4357], [3.2614, 1.0348, -2.9286], [-0.6942, 0.8839, -4.8016], [0.2109, -1.6494, -4.5301], [1.2638, 0.9189, 4.1940], [1.2282, -0.4540, 3.5895], [1.2056, -1.4852, 4.2651], [1.2310, -0.4757, 2.2508], [1.5661, 0.8173, 5.2350], [0.2646, 1.3603, 4.1975], [1.9348, 1.5960, 3.6496]], "forces_ev_per_angstrom": [[-0.297, 1.245, 0.265], [-0.421, 1.096, 0.316], [-0.262, 0.157, -0.858], [0.401, 0.455, 0.044], [-0.995, -1.221, -0.256], [-0.455, -0.459, 0.017], [0.012, -0.554, 0.689], [0.360, 0.513, 0.219], [0.375, -0.008, -0.215], [0.057, -0.567, -0.302], [2.127, -0.985, 0.031], [-0.341, -0.164, 0.395], [-0.481, -0.375, -0.412], [-0.131, -0.752, 0.061], [0.703, -0.225, 0.375], [-0.006, -0.100, 0.035], [0.628, 0.651, 0.049], [-0.440, 0.725, -0.570], [-0.139, 0.140, 0.053], [-0.134, 0.004, -0.056], [0.068, -0.006, 0.084], [0.029, 0.129, 0.041], [0.213, 0.295, 0.426], [0.070, -1.817, -0.521], [-0.040, 1.600, -0.748], [-0.781, 0.426, 0.917], [0.095, 0.138, -0.024], [-0.041, -0.069, -0.175], [-0.175, -0.269, 0.120]], "mulliken_charge": [-0.496, -0.280, -0.389, 0.395, -0.502, -0.464, 0.376, 0.482, 0.466, 0.386, 0.757, -0.216, -0.491, -0.596, -0.540, 0.409, -0.453, -0.810, 0.502, 0.366, 0.390, 0.352, -0.793, 0.687, -0.614, -0.687, 0.305, 0.181, 0.277]}